Below is a cluster of 11 separate species, C16H56N2O15 in total, with properties calculated with wB97M-V/def2-TZVPD.

Bonds (Å) are listed after each position.
Positions of all 89 atoms, in Å:
1 C -4.46 -3.28 0.48  C2 1.546, H7 1.090, H8 1.090, H9 1.090
2 C -4.16 -4.09 1.76  C1 1.546, C3 1.535, N6 1.484, H10 1.090
3 C -4.05 -5.61 1.57  C2 1.535, O4 1.472, H11 1.090, H12 1.090
4 O -5.39 -6.23 1.55  C3 1.472, C5 1.445
5 C -5.47 -7.61 1.13  O4 1.445, H13 1.090, H14 1.090, H15 1.090
6 N -2.91 -3.47 2.27  C2 1.484, H16 1.010, H17 1.010
7 H -4.72 -2.26 0.73  C1 1.090
8 H -5.38 -3.65 0.02  C1 1.090
9 H -3.69 -3.30 -0.29  C1 1.090
10 H -4.96 -3.89 2.47  C2 1.090
11 H -3.56 -5.92 2.50  C3 1.090
12 H -3.45 -5.88 0.71  C3 1.090
13 H -6.46 -8.03 1.34  C5 1.090
14 H -4.67 -8.17 1.61  C5 1.090
15 H -5.38 -7.77 0.05  C5 1.090
16 H -2.62 -3.80 3.18  N6 1.010
17 H -3.07 -2.49 2.46  N6 1.010
18 C 0.26 2.74 5.06  C19 1.476, H24 1.090, H25 1.090, H26 1.090
19 C -1.11 3.02 5.54  C18 1.476, C20 1.582, N23 1.468, H27 1.090
20 C -1.25 4.35 6.39  C19 1.582, O21 1.419, H28 1.090, H29 1.090
21 O -2.50 4.31 7.05  C20 1.419, C22 1.387
22 C -2.67 5.47 7.79  O21 1.387, H30 1.090, H31 1.090, H32 1.090
23 N -2.12 2.95 4.48  C19 1.468, H33 1.010, H34 1.010
24 H 0.31 1.80 4.50  C18 1.090
25 H 0.95 2.77 5.91  C18 1.090
26 H 0.61 3.52 4.39  C18 1.090
27 H -1.45 2.21 6.19  C19 1.090
28 H -1.05 5.20 5.74  C20 1.090
29 H -0.52 4.38 7.20  C20 1.090
30 H -3.48 5.55 8.51  C22 1.090
31 H -2.97 6.20 7.03  C22 1.090
32 H -1.78 5.85 8.30  C22 1.090
33 H -2.02 3.73 3.85  N23 1.010
34 H -3.07 3.00 4.82  N23 1.010
35 O -0.20 5.96 0.65  H36 0.957, H37 0.957
36 H 0.42 6.52 1.13  O35 0.957
37 H -0.18 6.29 -0.25  O35 0.957
38 O 5.70 -2.61 2.45  H39 0.957, H40 0.957
39 H 4.98 -2.55 1.83  O38 0.957
40 H 6.43 -2.16 2.02  O38 0.957
41 O 5.28 1.75 -5.33  H42 0.957, H43 0.957
42 H 5.00 1.96 -4.44  O41 0.957
43 H 4.47 1.69 -5.83  O41 0.957
44 O 1.54 -7.41 0.16  H45 0.957, H46 0.957
45 H 1.73 -7.47 1.09  O44 0.957
46 H 1.70 -6.49 -0.06  O44 0.957
47 O 1.55 0.99 -7.22  H48 0.957, H49 0.957
48 H 0.92 1.47 -7.75  O47 0.957
49 H 1.38 0.07 -7.42  O47 0.957
50 C 6.40 4.83 3.34  C51 1.537, O53 1.374, H54 1.090, H55 1.090
51 C 5.91 6.04 2.53  C50 1.537, O52 1.436, H56 1.090, H57 1.090
52 O 4.68 6.59 3.02  C51 1.436, H58 0.960
53 O 6.59 5.06 4.68  C50 1.374, H59 0.960
54 H 7.30 4.37 2.94  C50 1.090
55 H 5.64 4.06 3.32  C50 1.090
56 H 5.78 5.63 1.53  C51 1.090
57 H 6.58 6.90 2.51  C51 1.090
58 H 4.78 6.69 3.97  O52 0.960
59 H 6.58 4.22 5.14  O53 0.960
60 C -2.29 5.61 -6.98  C61 1.507, O63 1.395, H64 1.090, H65 1.090
61 C -2.01 6.53 -5.83  C60 1.507, O62 1.461, H66 1.090, H67 1.090
62 O -0.98 5.89 -5.02  C61 1.461, H68 0.960
63 O -2.56 4.28 -6.66  C60 1.395, H69 0.960
64 H -1.43 5.42 -7.62  C60 1.090
65 H -3.06 6.01 -7.64  C60 1.090
66 H -2.90 6.56 -5.20  C61 1.090
67 H -1.72 7.53 -6.16  C61 1.090
68 H -1.17 4.95 -4.97  O62 0.960
69 H -2.49 3.67 -7.40  O63 0.960
70 C -0.04 -8.21 -5.42  C71 1.503, O73 1.431, H74 1.090, H75 1.090
71 C 0.70 -9.51 -5.61  C70 1.503, O72 1.462, H76 1.090, H77 1.090
72 O 1.45 -9.77 -4.39  C71 1.462, H78 0.960
73 O -0.55 -7.74 -6.67  C70 1.431, H79 0.960
74 H 0.65 -7.44 -5.08  C70 1.090
75 H -0.73 -8.47 -4.62  C70 1.090
76 H 1.41 -9.52 -6.43  C71 1.090
77 H 0.02 -10.34 -5.79  C71 1.090
78 H 1.00 -9.43 -3.60  O72 0.960
79 H -1.31 -8.29 -6.84  O73 0.960
80 C 1.34 0.49 -1.33  C81 1.534, O83 1.437, H84 1.090, H85 1.090
81 C 1.62 -0.98 -1.68  C80 1.534, O82 1.413, H86 1.090, H87 1.090
82 O 1.83 -1.83 -0.57  C81 1.413, H88 0.960
83 O 2.52 1.28 -1.11  C80 1.437, H89 0.960
84 H 0.58 0.56 -0.56  C80 1.090
85 H 0.97 1.00 -2.22  C80 1.090
86 H 2.42 -1.07 -2.41  C81 1.090
87 H 0.73 -1.46 -2.07  C81 1.090
88 H 1.19 -1.59 0.10  O82 0.960
89 H 2.12 1.90 -0.50  O83 0.960

## Properties
Kohn-Sham gap: 9.25 eV
net charge: 0
SMILES string: COC[C@H](C)N.COC[C@H](C)N.OCCO.OCCO.OCCO.OCCO.O.O.O.O.O
largest force on an atom: 2.93 eV/A
relative energy (zero: lowest compared OMol25 entry of this formula, charge and spin): 84.21 kcal per mole

***

Below is a cluster of 13 separate species, C16H58N14O13 in total, with properties calculated with wB97M-V/def2-TZVPD.

Bonds (Å) are listed after each position.
Positions of all 101 atoms, in Å:
1 C -1.77 -4.41 2.63  C2 1.523, H4 1.085, H5 1.033, H6 1.076
2 C -1.39 -3.12 1.93  C1 1.523, O3 1.398, H7 1.027, H8 1.105
3 O -1.70 -3.25 0.57  C2 1.398, H9 0.932
4 H -1.16 -5.29 2.47  C1 1.085
5 H -2.74 -4.66 2.40  C1 1.033
6 H -1.68 -4.24 3.69  C1 1.076
7 H -0.43 -2.87 2.18  C2 1.027
8 H -1.96 -2.25 2.32  C2 1.105
9 H -1.69 -4.16 0.37  O3 0.932
10 C 0.06 0.82 -4.56  C11 1.528, H13 1.076, H14 1.123, H15 1.113
11 C 0.26 2.12 -3.79  C10 1.528, O12 1.380, H16 1.121, H17 1.119
12 O 0.54 1.92 -2.45  C11 1.380, H18 0.972
13 H -0.09 1.06 -5.59  C10 1.076
14 H -0.85 0.35 -4.10  C10 1.123
15 H 0.92 0.11 -4.51  C10 1.113
16 H -0.72 2.66 -3.74  C11 1.121
17 H 0.96 2.85 -4.28  C11 1.119
18 H 0.39 2.75 -1.97  O12 0.972
19 C -0.78 -2.50 -4.01  C20 1.525, H22 1.095, H23 1.082, H24 1.087
20 C -1.06 -3.23 -2.70  C19 1.525, O21 1.402, H25 1.043, H26 1.040
21 O -0.81 -2.19 -1.80  C20 1.402, H27 0.971
22 H 0.20 -2.01 -3.97  C19 1.095
23 H -1.59 -1.82 -4.23  C19 1.082
24 H -0.77 -3.20 -4.84  C19 1.087
25 H -0.37 -3.97 -2.46  C20 1.043
26 H -2.01 -3.61 -2.50  C20 1.040
27 H -0.95 -2.58 -0.92  O21 0.971
28 C -1.73 2.89 3.81  O29 1.398, N30 1.316, N31 1.318
29 O -1.56 2.83 2.42  C28 1.398
30 N -2.80 2.32 4.32  C28 1.316, H32 1.020, H33 0.969
31 N -0.76 3.24 4.63  C28 1.318, H34 1.075, H35 0.957
32 H -3.32 1.73 3.66  N30 1.020
33 H -2.80 2.05 5.25  N30 0.969
34 H 0.14 3.59 4.16  N31 1.075
35 H -0.88 3.25 5.58  N31 0.957
36 C -0.45 4.03 -0.37  O37 1.362, N38 1.304, N39 1.267
37 O -1.72 4.49 -0.20  C36 1.362
38 N 0.33 4.45 -1.32  C36 1.304, H40 1.026, H41 1.074
39 N 0.10 3.23 0.44  C36 1.267, H42 1.008, H43 1.035
40 H 0.01 5.00 -2.13  N38 1.026
41 H 1.39 4.27 -1.28  N38 1.074
42 H -0.45 2.94 1.23  N39 1.008
43 H 1.05 2.85 0.26  N39 1.035
44 C -3.35 0.56 -2.55  O45 1.362, N46 1.273, N47 1.297
45 O -4.63 0.85 -2.93  C44 1.362
46 N -2.49 1.41 -2.16  C44 1.273, H48 1.047, H49 1.040
47 N -2.98 -0.62 -2.16  C44 1.297, H50 1.031, H51 1.036
48 H -2.74 2.43 -2.23  N46 1.047
49 H -1.53 1.16 -1.86  N46 1.040
50 H -3.67 -1.38 -2.19  N47 1.031
51 H -2.01 -0.96 -2.04  N47 1.036
52 C -3.71 0.70 1.14  O53 1.409, N54 1.295, N55 1.302
53 O -3.98 0.60 2.52  C52 1.409
54 N -3.09 1.67 0.54  C52 1.295, H56 0.998, H57 1.015
55 N -3.98 -0.25 0.29  C52 1.302, H58 1.072, H59 1.071
56 H -2.52 2.21 1.16  N54 0.998
57 H -2.98 1.72 -0.47  N54 1.015
58 H -4.51 -1.11 0.65  N55 1.072
59 H -3.54 -0.34 -0.68  N55 1.071
60 C 1.97 -3.90 1.37  O61 1.371, N62 1.259, N63 1.292
61 O 1.41 -4.83 2.21  C60 1.371
62 N 1.51 -3.69 0.22  C60 1.259, H64 0.993, H65 1.034
63 N 2.99 -3.21 1.77  C60 1.292, H66 0.993, H67 1.046
64 H 0.81 -4.31 -0.13  N62 0.993
65 H 2.05 -3.16 -0.49  N62 1.034
66 H 3.45 -3.58 2.57  N63 0.993
67 H 3.42 -2.45 1.20  N63 1.046
68 C 3.08 3.24 0.15  O69 1.414, N70 1.289, N71 1.287
69 O 3.49 3.71 1.42  C68 1.414
70 N 2.90 4.03 -0.85  C68 1.289, H72 1.052, H73 1.070
71 N 2.45 2.13 -0.04  C68 1.287, H74 1.061, H75 0.995
72 H 3.17 5.00 -0.53  N70 1.052
73 H 3.22 3.74 -1.82  N70 1.070
74 H 2.57 1.31 0.62  N71 1.061
75 H 2.03 1.81 -0.88  N71 0.995
76 C 4.30 -0.39 1.42  O77 1.373, N78 1.281, N79 1.335
77 O 5.39 0.01 2.15  C76 1.373
78 N 3.12 0.09 1.62  C76 1.281, H80 1.079, H81 1.070
79 N 4.41 -1.30 0.46  C76 1.335, H82 1.027, H83 1.053
80 H 2.96 0.84 2.38  N78 1.079
81 H 2.27 -0.47 1.28  N78 1.070
82 H 5.35 -1.71 0.39  N79 1.027
83 H 3.71 -1.41 -0.32  N79 1.053
84 C -0.27 -0.12 0.25  O85 1.407, H86 1.166, H87 1.117, H88 1.105
85 O 0.82 -0.90 0.67  C84 1.407, H89 0.971
86 H -1.22 -0.77 0.41  C84 1.166
87 H -0.10 0.16 -0.82  C84 1.117
88 H -0.40 0.76 0.90  C84 1.105
89 H 0.72 -1.85 0.50  O85 0.971
90 C 2.50 -0.85 -2.31  O91 1.386, H92 1.100, H93 1.067, H94 1.076
91 O 2.78 -2.05 -1.68  C90 1.386, H95 0.933
92 H 3.02 0.02 -1.86  C90 1.100
93 H 1.47 -0.61 -2.39  C90 1.067
94 H 2.85 -1.03 -3.31  C90 1.076
95 H 2.62 -2.70 -2.33  O91 0.933
96 C -0.07 -0.05 3.46  O97 1.441, H98 1.102, H99 1.095, H100 1.073
97 O -0.05 0.50 4.79  C96 1.441, H101 0.944
98 H 0.58 0.60 2.86  C96 1.102
99 H -1.12 -0.08 3.13  C96 1.095
100 H 0.32 -1.04 3.31  C96 1.073
101 H -0.14 1.42 4.59  O97 0.944

## Properties
Kohn-Sham gap: 8.20 eV
net charge: 0
largest force on an atom: 10.72 eV/A
relative energy (zero: lowest compared OMol25 entry of this formula, charge and spin): 297.38 kcal per mole

***

Below is a cluster of 14 separate species, C16H60N24O14 in total, with properties calculated with wB97M-V/def2-TZVPD.

Bonds (Å) are listed after each position.
Positions of all 114 atoms, in Å:
1 C -4.80 3.33 -3.27  O2 1.197, N3 1.390, N4 1.406
2 O -4.63 4.46 -3.63  C1 1.197
3 N -5.37 2.32 -4.04  C1 1.390, H5 1.006, H6 0.992
4 N -4.41 2.91 -1.99  C1 1.406, H7 1.025, H8 1.041
5 H -5.78 1.57 -3.50  N3 1.006
6 H -5.86 2.62 -4.85  N3 0.992
7 H -3.98 1.99 -1.82  N4 1.025
8 H -3.70 3.60 -1.67  N4 1.041
9 C -1.03 -4.31 -1.92  O10 1.265, N11 1.300, N12 1.409
10 O -1.07 -3.19 -1.34  C9 1.265
11 N -0.64 -5.36 -1.26  C9 1.300, H13 0.994, H14 1.013
12 N -1.46 -4.35 -3.26  C9 1.409, H15 1.014, H16 1.019
13 H -0.68 -6.32 -1.54  N11 0.994
14 H -0.32 -5.33 -0.30  N11 1.013
15 H -0.96 -4.97 -3.88  N12 1.014
16 H -1.47 -3.34 -3.41  N12 1.019
17 C 4.14 0.91 -1.53  O18 1.242, N19 1.392, N20 1.339
18 O 3.77 0.93 -2.72  C17 1.242
19 N 4.55 -0.30 -1.00  C17 1.392, H21 0.982, H22 0.985
20 N 3.99 1.93 -0.67  C17 1.339, H23 0.996, H24 1.009
21 H 5.00 -0.38 -0.12  N19 0.982
22 H 4.73 -0.95 -1.71  N19 0.985
23 H 3.36 2.67 -0.89  N20 0.996
24 H 4.18 1.78 0.31  N20 1.009
25 C -0.73 -0.71 -3.73  O26 1.229, N27 1.337, N28 1.323
26 O 0.06 -0.66 -2.79  C25 1.229
27 N -2.04 -0.87 -3.50  C25 1.337, H29 1.029, H30 1.030
28 N -0.29 -0.59 -4.97  C25 1.323, H31 1.027, H32 0.989
29 H -2.73 -0.91 -4.25  N27 1.029
30 H -2.37 -0.97 -2.53  N27 1.030
31 H -0.82 -0.61 -5.85  N28 1.027
32 H 0.68 -0.58 -5.15  N28 0.989
33 C -3.84 -0.75 0.14  O34 1.252, N35 1.338, N36 1.367
34 O -3.72 -0.23 -1.00  C33 1.252
35 N -4.62 -0.27 1.11  C33 1.338, H37 1.011, H38 1.009
36 N -3.29 -2.00 0.23  C33 1.367, H39 1.011, H40 1.012
37 H -5.07 0.56 0.76  N35 1.011
38 H -4.69 -0.60 2.06  N35 1.009
39 H -2.88 -2.33 -0.64  N36 1.011
40 H -3.44 -2.60 1.03  N36 1.012
41 C 0.55 3.33 4.61  O42 1.231, N43 1.404, N44 1.326
42 O -0.64 3.24 4.92  C41 1.231
43 N 1.32 4.08 5.51  C41 1.404, H45 1.003, H46 0.996
44 N 1.09 2.84 3.51  C41 1.326, H47 0.989, H48 1.005
45 H 2.28 3.83 5.70  N43 1.003
46 H 0.81 4.20 6.36  N43 0.996
47 H 2.02 3.02 3.23  N44 0.989
48 H 0.49 2.40 2.83  N44 1.005
49 C 3.31 -3.55 0.79  O50 1.235, N51 1.336, N52 1.454
50 O 3.98 -2.55 1.08  C49 1.235
51 N 2.11 -3.51 0.21  C49 1.336, H53 1.005, H54 1.021
52 N 3.84 -4.88 1.03  C49 1.454, H55 1.017, H56 1.036
53 H 1.62 -2.63 0.18  N51 1.005
54 H 1.49 -4.28 0.42  N51 1.021
55 H 3.18 -5.65 1.13  N52 1.017
56 H 4.51 -4.90 1.82  N52 1.036
57 C 0.20 0.63 0.30  O58 1.217, N59 1.314, N60 1.311
58 O 0.06 0.65 1.51  C57 1.217
59 N 1.35 0.39 -0.29  C57 1.314, H61 1.015, H62 1.018
60 N -0.83 0.68 -0.50  C57 1.311, H63 1.046, H64 0.981
61 H 2.18 0.09 0.22  N59 1.015
62 H 1.34 0.39 -1.30  N59 1.018
63 H -0.66 0.35 -1.48  N60 1.046
64 H -1.73 0.71 -0.09  N60 0.981
65 C -2.17 -0.55 4.63  O66 1.249, N67 1.351, N68 1.365
66 O -2.35 -1.61 3.98  C65 1.249
67 N -1.93 0.60 3.97  C65 1.351, H69 1.018, H70 1.018
68 N -2.25 -0.54 5.99  C65 1.365, H71 0.990, H72 0.997
69 H -1.96 1.47 4.49  N67 1.018
70 H -1.49 0.51 3.05  N67 1.018
71 H -2.75 -1.33 6.32  N68 0.990
72 H -2.00 0.21 6.60  N68 0.997
73 C 4.17 0.71 2.34  O74 1.241, N75 1.422, N76 1.369
74 O 4.10 1.95 2.33  C73 1.241
75 N 5.39 0.12 1.91  C73 1.422, H77 1.033, H78 1.020
76 N 3.19 -0.12 2.81  C73 1.369, H79 1.007, H80 1.017
77 H 6.11 0.77 1.54  N75 1.033
78 H 5.73 -0.82 2.08  N75 1.020
79 H 3.31 -1.10 2.64  N76 1.007
80 H 2.49 0.33 3.40  N76 1.017
81 C 2.54 -2.15 -4.84  O82 1.204, N83 1.434, N84 1.399
82 O 2.29 -2.89 -5.76  C81 1.204
83 N 3.07 -0.83 -4.97  C81 1.434, H85 0.988, H86 1.029
84 N 2.30 -2.55 -3.52  C81 1.399, H87 1.030, H88 1.009
85 H 3.67 -0.71 -5.75  N83 0.988
86 H 3.37 -0.41 -4.08  N83 1.029
87 H 1.88 -1.80 -2.95  N84 1.030
88 H 1.83 -3.44 -3.50  N84 1.009
89 C -0.75 -4.35 2.13  O90 1.306, N91 1.322, N92 1.354
90 O -0.03 -5.18 1.42  C89 1.306
91 N -1.28 -4.74 3.27  C89 1.322, H93 0.976, H94 1.009
92 N -0.75 -3.06 1.71  C89 1.354, H95 0.994, H96 1.029
93 H -1.09 -5.69 3.34  N91 0.976
94 H -1.93 -4.20 3.82  N91 1.009
95 H -1.09 -2.35 2.31  N92 0.994
96 H -1.00 -2.94 0.72  N92 1.029
97 C 0.96 3.19 -2.84  C98 1.496, H100 1.110, H101 1.120, H102 1.080
98 C 1.18 4.28 -1.83  C97 1.496, O99 1.451, H103 1.128, H104 1.100
99 O 1.84 3.93 -0.59  C98 1.451, H105 0.949
100 H 1.93 2.86 -3.27  C97 1.110
101 H 0.37 3.58 -3.71  C97 1.120
102 H 0.53 2.24 -2.58  C97 1.080
103 H 0.24 4.84 -1.54  C98 1.128
104 H 1.75 5.08 -2.33  C98 1.100
105 H 1.27 3.49 0.03  O99 0.949
106 C -3.09 4.59 2.21  C107 1.527, H109 1.106, H110 1.073, H111 1.104
107 C -2.03 3.76 1.50  C106 1.527, O108 1.433, H112 1.113, H113 1.084
108 O -2.37 3.29 0.19  C107 1.433, H114 0.956
109 H -3.33 5.44 1.54  C106 1.106
110 H -2.79 5.04 3.13  C106 1.073
111 H -4.03 4.01 2.30  C106 1.104
112 H -1.78 3.02 2.29  C107 1.113
113 H -1.20 4.45 1.43  C107 1.084
114 H -1.71 2.62 0.01  O108 0.956

## Properties
Kohn-Sham gap: 9.68 eV
net charge: 0
largest force on an atom: 4.33 eV/A
relative energy (zero: lowest compared OMol25 entry of this formula, charge and spin): 31.74 kcal per mole

***

Which of these has the lowest largest force on an atom?
C16H56N2O15

***

Which value of largest force on an atom does entry 2 give?
10.72 eV/A